{
  "formula": "C33H46NP3Sr",
  "method": "ωB97M-V/def2-TZVPD",
  "gap_ev": [4.41, 4.21],
  "total_charge": 0,
  "energy_ev": -65151.1701,
  "homo_energy_ev": [-4.44, -4.17],
  "species": ["Sr", "P", "P", "P", "N", "C", "C", "C", "C", "C", "C", "C", "C", "C", "C", "C", "C", "C", "C", "C", "C", "C", "C", "C", "C", "C", "C", "C", "C", "C", "C", "C", "C", "C", "C", "C", "C", "C", "H", "H", "H", "H", "H", "H", "H", "H", "H", "H", "H", "H", "H", "H", "H", "H", "H", "H", "H", "H", "H", "H", "H", "H", "H", "H", "H", "H", "H", "H", "H", "H", "H", "H", "H", "H", "H", "H", "H", "H", "H", "H", "H", "H", "H", "H"],
  "xyz": [[-1.503, -0.620, -2.422], [2.221, 2.507, -1.070], [1.201, -2.056, -1.129], [-0.664, 0.453, 2.557], [-0.713, 0.540, 0.974], [0.466, 3.045, -1.036], [-1.566, -1.776, -4.534], [-1.473, -1.804, 4.075], [0.040, 0.748, -5.171], [-3.199, -0.565, 2.898], [2.815, -2.857, -1.291], [0.972, -0.027, 3.225], [-0.920, 1.884, 3.619], [-1.244, 1.673, 4.963], [3.525, -0.923, 3.948], [1.293, -0.220, 4.568], [-3.027, 0.381, -4.917], [-2.457, -2.538, 4.736], [-2.174, 1.153, -3.953], [-0.527, 3.914, 5.463], [-4.181, -1.311, 3.551], [3.232, -0.669, 2.603], [1.468, -0.402, -1.969], [0.477, -1.965, 0.443], [-1.842, -0.751, 3.235], [-0.998, 2.672, 5.891], [2.576, -0.624, 4.926], [2.661, 3.088, -2.783], [0.654, -0.679, -5.152], [-0.314, 4.167, 4.103], [2.448, 0.574, -1.260], [2.009, -0.083, 2.284], [-0.803, 1.163, -3.987], [-3.809, -2.276, 4.501], [0.033, -3.261, -1.875], [-0.507, 3.149, 3.162], [-0.194, -1.719, -4.473], [-2.421, -0.965, -5.460], [4.498, -1.355, 4.216], [2.616, 0.266, -0.222], [-0.255, -0.355, 0.671], [0.062, 2.969, -0.022], [-1.638, 0.712, 5.292], [-0.489, -2.468, 0.549], [0.316, -2.687, -4.464], [-2.712, 1.704, -3.164], [-1.158, 2.478, 6.951], [0.029, 5.154, 3.765], [-1.868, -0.784, -6.393], [3.627, -2.121, -1.230], [0.543, -0.057, 5.341], [-0.317, 4.704, 6.196], [1.132, -2.067, 1.306], [-0.320, 3.320, 2.097], [0.140, -4.135, -1.213], [-0.424, -2.036, 4.239], [0.578, 0.233, -2.212], [0.316, -3.589, -2.879], [1.779, 0.247, 1.268], [0.452, 4.091, -1.377], [0.886, -0.968, -6.199], [-3.993, 0.166, -4.434], [-3.473, 0.185, 2.149], [-4.586, -2.828, 5.044], [2.841, -0.722, 5.983], [-0.542, 0.871, -6.098], [-2.100, -2.568, -3.976], [1.657, -0.668, -4.684], [-5.243, -1.133, 3.327], [-1.054, -3.028, -1.817], [2.915, -3.590, -0.477], [0.877, 1.472, -5.254], [3.086, 2.269, -3.382], [3.949, -0.935, 1.808], [-3.302, 0.996, -5.791], [-2.167, -3.303, 5.459], [3.437, 3.857, -2.630], [3.415, 0.557, -1.782], [1.810, 3.549, -3.308], [1.918, -0.625, -2.947], [-0.226, 1.760, -3.272], [-3.264, -1.628, -5.728], [2.862, -3.376, -2.262], [-0.168, 2.443, -1.689]],
  "forces_ev_per_angstrom": [[-0.1, -0.3, 2.6], [0.4, -0.7, -0.2], [-1.5, 0.2, 1.5], [0.0, -0.7, -0.8], [-0.2, 1.1, 1.0], [-0.3, -0.4, 0.2], [-1.6, -0.4, -0.9], [-0.3, 0.2, 0.1], [0.4, 0.2, -0.4], [0.1, -0.1, 0.5], [0.3, -0.2, -0.1], [0.7, 0.5, -0.3], [-0.3, 0.8, -0.6], [0.2, 0.1, -0.1], [0.1, -0.1, -0.3], [0.0, -0.2, 0.1], [-0.2, -0.1, -0.4], [-0.3, -0.1, 0.0], [-1.7, 0.6, 0.1], [0.2, 0.3, 0.0], [0.0, -0.1, -0.1], [0.2, 0.2, 0.2], [0.1, 0.4, -0.7], [0.9, -0.6, -0.7], [-0.3, -0.4, -0.1], [0.0, 0.3, 0.0], [0.2, -0.1, 0.2], [0.2, 0.1, 0.1], [0.0, 0.1, -0.6], [-0.1, 0.0, -0.2], [-0.2, 0.5, 0.6], [-0.3, -0.5, -0.2], [2.2, 0.8, -0.2], [-0.1, 0.1, -0.1], [0.1, -0.7, -0.4], [0.0, -0.1, 0.7], [1.7, -0.5, -0.2], [-0.7, -0.1, -0.2], [-0.5, 0.3, 0.0], [0.2, 0.0, -0.4], [-0.1, 0.2, 0.0], [0.1, 0.0, -0.2], [0.1, 0.2, -0.1], [0.4, -0.2, -0.2], [0.2, 0.1, 0.3], [0.2, 0.1, -0.4], [-0.1, 0.1, -0.2], [-0.2, -0.5, 0.2], [-0.1, 0.0, 0.2], [-0.2, -0.2, 0.0], [0.2, -0.1, -0.2], [-0.1, -0.4, -0.3], [-0.3, 0.2, -0.2], [0.0, -0.1, 0.5], [0.1, 0.3, 0.0], [-0.2, 0.1, 0.1], [0.6, -0.8, 0.2], [-0.3, 0.3, 0.2], [0.0, -0.3, 0.6], [0.0, -0.3, 0.1], [-0.2, 0.1, 0.2], [0.1, -0.1, 0.0], [0.1, -0.2, 0.3], [0.4, 0.2, -0.2], [-0.2, -0.1, -0.4], [0.1, 0.0, 0.3], [0.3, -0.2, -0.5], [-0.3, 0.1, -0.2], [0.6, -0.1, 0.1], [0.8, 0.0, -0.1], [0.0, 0.2, -0.3], [-0.3, -0.3, -0.1], [-0.2, 0.3, 0.1], [-0.3, 0.4, 0.5], [0.0, -0.1, 0.0], [-0.1, 0.2, -0.3], [-0.3, -0.3, -0.3], [-0.1, -0.1, 0.3], [0.3, -0.3, 0.1], [-0.4, 0.0, 0.3], [-0.6, 0.1, -0.4], [0.1, 0.4, -0.1], [0.1, 0.2, 0.3], [0.0, 0.3, 0.2]],
  "lowdin_charge": [1.3052, 0.8932, 0.7847, 0.8047, -0.1995, -0.3217, -0.4081, -0.0866, -0.1964, -0.0828, -0.1795, -0.2668, -0.2806, -0.1021, -0.0839, -0.0927, -0.2322, -0.0826, -0.3731, -0.0831, -0.0841, -0.0775, -0.3517, -0.3251, -0.2991, -0.0792, -0.0828, -0.3156, -0.2294, -0.0752, -0.3781, -0.1205, -0.3612, -0.0882, -0.2481, -0.0582, -0.3294, -0.2197, 0.1061, 0.0055, -0.1056, -0.0171, 0.1057, 0.0162, 0.0673, 0.0842, 0.1072, 0.1084, 0.1045, 0.0509, 0.0992, 0.1068, 0.0005, 0.0892, 0.0650, 0.0989, -0.0020, 0.0319, 0.0516, 0.0457, 0.1095, 0.0956, 0.1063, 0.1044, 0.1058, 0.1044, 0.0741, 0.0725, 0.1068, 0.0243, 0.0625, 0.1029, 0.0280, 0.1091, 0.1021, 0.1052, 0.0195, 0.0607, 0.0328, 0.0564, 0.0411, 0.1042, 0.0608, -0.0025]
}

---

{
  "formula": "C33H46NiOP2Si",
  "method": "ωB97M-V/def2-TZVPD",
  "gap_ev": [8.31, 6.95],
  "multiplicity": 3,
  "total_charge": 0,
  "energy_ev": -104507.2240,
  "homo_energy_ev": [-7.75, -7.81],
  "species": ["Ni", "P", "P", "Si", "O", "C", "C", "C", "C", "C", "C", "C", "C", "C", "C", "C", "C", "C", "C", "C", "C", "C", "C", "C", "C", "C", "C", "C", "C", "C", "C", "C", "C", "C", "C", "C", "C", "C", "H", "H", "H", "H", "H", "H", "H", "H", "H", "H", "H", "H", "H", "H", "H", "H", "H", "H", "H", "H", "H", "H", "H", "H", "H", "H", "H", "H", "H", "H", "H", "H", "H", "H", "H", "H", "H", "H", "H", "H", "H", "H", "H", "H", "H", "H"],
  "xyz": [[1.939, -0.311, 0.020], [0.979, 0.720, -1.360], [0.617, -2.496, -2.863], [0.798, 1.231, 2.508], [0.911, 1.232, 0.930], [3.006, -1.735, 0.444], [2.572, 1.706, -1.154], [2.661, 4.938, 4.582], [-2.934, 0.120, -4.082], [-3.283, 1.754, 1.905], [3.404, 4.303, 3.572], [0.757, 3.541, 4.055], [2.828, 3.253, 2.831], [3.081, -1.551, 4.540], [2.159, -2.570, 4.750], [-3.762, 1.643, 3.225], [-2.829, -0.496, -1.522], [0.385, -0.826, -3.735], [2.310, -2.934, -2.409], [-1.061, 1.306, 2.723], [0.520, -1.368, 3.461], [2.716, -0.400, 3.827], [1.322, 4.582, 4.799], [0.890, -2.499, 4.184], [1.401, -0.293, 3.327], [-2.145, -1.951, -1.519], [-1.912, 1.613, 1.661], [-2.852, 0.395, -2.751], [-4.141, -2.060, -3.797], [-2.160, -2.928, -2.652], [-2.904, 1.265, 4.266], [-3.989, -0.755, -4.642], [1.543, 2.806, 3.163], [-1.552, 1.038, 4.000], [0.650, -3.272, -4.618], [-0.019, 2.198, -1.761], [1.227, 0.271, -3.151], [-2.903, -2.876, -3.795], [1.004, 1.195, -3.708], [-2.626, -2.499, -0.710], [2.539, -2.131, 1.350], [0.576, -0.886, -4.824], [-3.257, 1.155, 5.293], [3.386, 2.779, 2.016], [-0.866, 0.689, 4.774], [-3.909, -0.994, -5.720], [4.096, -1.631, 4.949], [-0.705, -0.617, -3.655], [2.117, -3.564, -1.528], [3.425, 0.398, 3.653], [2.897, -2.052, -2.131], [1.608, -3.037, -5.094], [-0.448, -1.336, 2.981], [2.968, -2.455, -0.364], [-2.716, -3.583, -4.618], [2.281, -0.022, -3.219], [0.509, -4.357, -4.566], [-3.810, -0.640, -1.022], [3.120, 5.707, 5.205], [4.431, 4.615, 3.374], [4.052, -1.461, 0.587], [-0.354, 2.796, -0.904], [-0.103, -2.866, -5.305], [-0.868, 1.969, -2.417], [2.790, -3.540, -3.162], [2.415, 2.636, -0.591], [-4.929, -0.195, -4.513], [-1.509, 1.757, 0.648], [-0.293, 3.276, 4.186], [2.734, 1.993, -2.205], [-2.267, 0.101, -0.767], [-1.146, -1.811, -1.081], [0.659, 2.819, -2.358], [3.472, 1.231, -0.724], [-3.962, 1.971, 1.076], [-1.701, -3.930, -2.364], [-4.349, -1.673, -2.783], [2.444, -3.439, 5.336], [-2.253, 0.633, -4.752], [0.720, 5.088, 5.556], [-4.971, -2.687, -4.129], [-4.810, 1.849, 3.441], [0.182, -3.319, 4.317], [-2.805, 1.469, -2.492]],
  "forces_ev_per_angstrom": [[-0.7, 0.4, 3.8], [-1.4, 3.0, -4.3], [-1.0, -0.1, -2.8], [-1.2, 0.8, -0.6], [1.3, -0.9, -1.7], [1.5, -1.3, -0.1], [0.2, 0.6, -0.6], [-0.2, -0.3, -0.1], [-0.1, 0.3, 1.0], [0.1, 0.0, 0.4], [-0.4, -0.1, -0.1], [0.5, 0.3, 0.5], [0.2, 0.4, 0.8], [0.4, 0.5, -0.1], [0.1, -0.1, -0.1], [0.2, -0.1, -0.2], [-0.7, -0.6, 0.8], [-0.1, -0.3, 0.3], [0.3, 0.3, 0.2], [0.7, -0.5, 0.5], [0.5, -0.4, 0.2], [-0.8, -0.9, 0.3], [0.2, 0.0, -0.3], [-0.1, 0.0, 0.0], [0.8, -0.3, 0.4], [-0.9, 0.9, 0.9], [-0.5, 0.1, 0.2], [0.1, 0.3, -0.2], [0.2, 1.8, -0.5], [-0.5, -1.5, -0.8], [0.1, -0.1, 0.0], [-0.6, -1.8, -0.4], [-0.2, 0.0, -0.1], [-1.0, 0.5, -0.3], [-0.3, -0.5, 0.4], [-0.7, 0.6, 0.3], [0.0, 0.4, 0.2], [0.8, -0.8, 1.8], [0.7, -0.2, 0.0], [-0.4, 0.1, 0.4], [0.3, -0.2, 0.1], [0.1, -0.1, 0.5], [-0.2, 0.0, -0.4], [-0.1, 0.0, 0.4], [-0.3, 0.2, 0.0], [0.3, 0.2, 0.5], [-0.5, 0.0, -0.2], [0.8, -0.2, 0.2], [0.5, 0.2, -0.3], [0.1, 0.1, 0.2], [0.1, -0.5, -0.2], [0.0, -0.1, 0.3], [-0.2, 0.1, 0.1], [0.2, -0.2, 0.7], [-0.3, 0.1, 0.6], [0.0, 0.3, -0.3], [0.2, 0.1, -0.1], [0.2, 0.3, -0.4], [-0.1, -0.1, -0.2], [-0.3, 0.0, 0.0], [0.1, -0.2, 0.4], [0.1, -0.4, -0.1], [-0.2, -0.1, 0.5], [0.2, -0.2, 0.4], [0.3, 0.0, -0.3], [-0.3, -0.5, 0.0], [0.2, 0.0, -0.3], [-0.1, -0.1, 0.6], [0.4, 0.1, 0.2], [0.6, -0.2, 0.4], [-0.2, -0.5, -0.5], [-0.1, -0.2, -0.7], [-0.1, 0.0, 0.2], [-0.2, -0.1, -0.3], [0.1, 0.0, 0.4], [0.1, 1.7, -0.8], [-0.1, -0.7, -0.5], [0.0, 0.1, -0.1], [-0.9, 1.1, -0.3], [0.2, 0.0, -0.2], [-0.1, 0.2, 0.0], [0.2, -0.1, -0.1], [0.2, 0.2, -0.1], [1.3, -0.6, -0.2]],
  "lowdin_charge": [0.4657, 0.8194, 0.9351, 0.4021, -0.4440, -0.2367, -0.2254, -0.0951, -0.1339, -0.0829, -0.0880, -0.0844, -0.0924, -0.0845, -0.0934, -0.0909, -0.1673, -0.4056, -0.3253, -0.2423, -0.1069, -0.0752, -0.0818, -0.0808, -0.2480, -0.2197, -0.0821, -0.1268, -0.1927, -0.2166, -0.0840, -0.1898, -0.2150, -0.1200, -0.2837, -0.2207, -0.4060, -0.1163, 0.0811, 0.1066, -0.0061, 0.0777, 0.1013, 0.0990, 0.1101, 0.1123, 0.1059, 0.0424, 0.0310, 0.0981, 0.0159, 0.0333, 0.1042, -0.0719, 0.1067, 0.0763, 0.0296, 0.1062, 0.0975, 0.0973, 0.0009, 0.0533, 0.0255, 0.0245, 0.0318, 0.0582, 0.1146, 0.0730, 0.0912, 0.0512, 0.0804, 0.0450, 0.0507, 0.0529, 0.0992, 0.1122, 0.0976, 0.1010, 0.1019, 0.1012, 0.1153, 0.0964, 0.1050, 0.0983]
}